1.
C3H2IN3S | ωB97M-V/def2-TZVPD

Summary:
Relative energy (zero: lowest compared OMol25 entry of this formula, charge and spin) ... 5.4 kcal/mol
Gap between HOMO and LUMO (spin up / spin down) ... 7.35 / 7.35 eV
E_LUMO (spin up / spin down) ... -1.17 / -1.17 eV
E_HOMO (spin up / spin down) ... -8.5 / -8.5 eV
SMILES ... S=C=C/N=N\C=N\I
Spin multiplicity ... 1

Each line ends with the natural charge from an NBO analysis.
Geometry (Å):
S: -0.9680 2.6840 0.0663  0.27
C: 0.1118 1.5822 -0.1317  -0.01
C: 1.3855 0.9826 -0.0341  -0.26
N: 1.6839 -0.2885 0.2961  -0.09
N: 0.9459 -1.2849 0.4076  -0.24
C: -0.3034 -1.5054 0.0627  0.21
N: -1.1877 -0.5572 0.0742  -0.61
I: -3.2014 -0.7439 -0.1639  0.31
H: 2.2355 1.5906 -0.5233  0.25
H: -0.7021 -2.4596 -0.0538  0.17

Cartesian forces (eV/Å) of the 2 atoms listed first:
S 0.51 -0.72 -0.34
C 1.25 -0.04 0.81

---

2.
C11H21N2O | ωB97M-V/def2-TZVPD

Summary:
Relative energy (zero: lowest compared OMol25 entry of this formula, charge and spin) ... 134.5 kcal/mol
Gap between HOMO and LUMO ... 10.20 eV
E_LUMO ... -2.79 eV
E_HOMO ... -13.0 eV
Total charge ... +1
Spin multiplicity ... 1

Each line ends with the natural charge from an NBO analysis.
Geometry (Å):
C: -2.9706 0.9633 -0.3897  0.27
C: -1.0572 -2.9804 -0.6620  -0.30
C: -1.0992 -1.6760 -0.4333  -0.37
C: 2.1619 2.0627 0.6370  -0.62
C: 1.8362 -0.9063 -1.5616  -0.67
C: -1.3275 -0.4370 2.1556  -0.61
C: -1.8104 1.6904 -0.8885  -0.52
C: 1.5377 0.6487 0.8557  -0.20
C: 0.7341 0.1214 -1.3495  -0.24
C: -0.6147 1.5838 0.0520  -0.20
C: -0.2529 -1.0020 0.5368  0.50
N: -3.8782 0.4077 -0.0008  -0.28
N: 0.2683 0.3895 0.0140  -0.25
O: 0.8300 -1.6760 1.0928  -0.74
H: -1.5771 -3.4810 -1.4860  0.24
H: -0.4067 -3.6711 -0.0301  0.18
H: -1.7543 -1.2019 -1.2165  0.26
H: 2.2153 2.1973 -0.3729  0.20
H: 1.6509 2.9287 1.0586  0.22
H: 3.0504 2.0530 1.1351  0.24
H: 2.8380 -0.5340 -2.0680  0.25
H: 2.1130 -1.3441 -0.5796  0.25
H: 1.5088 -1.7815 -2.1238  0.25
H: -2.4036 -0.4283 1.7706  0.25
H: -1.1147 -1.3613 2.6329  0.21
H: -0.8204 0.4838 2.6890  0.21
H: -2.1793 2.6710 -0.8180  0.29
H: -1.5424 1.2853 -1.7763  0.25
H: 1.1865 0.6916 1.8667  0.23
H: 2.3668 0.0318 0.6302  0.25
H: -0.1285 -0.1676 -1.9090  0.22
H: 0.9687 1.0699 -1.7495  0.22
H: 0.0504 2.3634 -0.0658  0.24
H: -0.9585 1.7011 1.1282  0.26
H: 0.5789 -2.6958 1.2258  0.52

Cartesian forces (eV/Å) of the 2 atoms listed first:
C 1.07 0.17 -0.49
C 1.24 -1.63 0.99

---

3.
C21H17Cl2N3O7 | ωB97M-V/def2-TZVPD

Summary:
Gap between HOMO and LUMO ... 8.16 eV
E_LUMO ... 0.16 eV
E_HOMO ... -8.0 eV
SMILES ... COc1cc(NC(=O)c2ccco2)c(C(=O)OCC(=O)Nc2ncc(Cl)cc2Cl)cc1OC
Spin multiplicity ... 1

Each line ends with the natural charge from an NBO analysis.
Geometry (Å):
C: -2.8728 -3.7304 -0.0436  -0.25
O: -3.2667 -2.4622 -0.5199  -0.50
C: -2.3169 -1.5164 -0.7357  0.30
C: -0.9629 -1.7697 -0.5732  -0.36
C: 0.0135 -0.8056 -0.8063  0.30
N: 1.3547 -1.0732 -0.6023  -0.64
C: 1.9058 -2.0808 0.1382  0.64
O: 1.2882 -2.9857 0.6707  -0.61
C: 3.3649 -1.9688 0.2405  0.15
C: 4.2611 -2.7876 0.8844  -0.23
C: 5.5325 -2.2152 0.6790  -0.32
C: 5.3201 -1.0943 -0.0700  0.12
O: 4.0220 -0.9377 -0.3392  -0.39
C: -0.3903 0.4740 -1.2321  -0.27
C: 0.5806 1.5539 -1.3978  0.80
O: 1.7869 1.4246 -1.4802  -0.62
O: 0.0040 2.7733 -1.3836  -0.51
C: 0.8918 3.8728 -1.3677  -0.18
C: 1.8686 3.9219 -0.1954  0.68
O: 2.8691 4.5916 -0.2666  -0.58
N: 1.6171 3.1857 0.9355  -0.63
C: 0.5621 2.3560 1.2969  0.33
N: 0.9124 1.1548 1.7355  -0.42
C: -0.0030 0.2774 2.0939  0.02
C: -1.3589 0.5668 2.0257  -0.08
Cl: -2.5316 -0.6147 2.4332  0.03
C: -1.7569 1.8399 1.6358  -0.20
C: -0.7829 2.7604 1.2916  -0.08
Cl: -1.2345 4.3739 0.9184  0.04
C: -1.7541 0.7282 -1.3834  -0.17
C: -2.7282 -0.2251 -1.1452  0.23
O: -4.0025 0.2109 -1.3438  -0.50
C: -5.1130 -0.5518 -0.9218  -0.24
H: -2.3446 -3.6539 0.9104  0.19
H: -2.2428 -4.2530 -0.7685  0.18
H: -3.7999 -4.2842 0.0968  0.20
H: -0.6304 -2.7375 -0.2421  0.27
H: 1.9791 -0.3261 -0.9090  0.46
H: 4.0210 -3.6784 1.4268  0.24
H: 6.4721 -2.5826 1.0365  0.23
H: 5.9939 -0.3557 -0.4583  0.21
H: 0.2642 4.7670 -1.3626  0.23
H: 1.5140 3.8774 -2.2710  0.23
H: 2.4592 3.0211 1.4780  0.43
H: 0.3609 -0.6817 2.4329  0.22
H: -2.7995 2.1151 1.6184  0.25
H: -2.0800 1.7045 -1.7022  0.24
H: -5.0509 -0.8003 0.1398  0.18
H: -5.9763 0.0906 -1.0947  0.19
H: -5.2204 -1.4694 -1.5028  0.19

Cartesian forces (eV/Å) of the 2 atoms listed first:
C 0.07 -0.26 0.10
O 0.06 0.47 -0.15

---

4.
C9H4F4O | ωB97M-V/def2-TZVPD

Summary:
Relative energy (zero: lowest compared OMol25 entry of this formula, charge and spin) ... 0.0 kcal/mol
Gap between HOMO and LUMO ... 9.87 eV
E_LUMO ... -0.47 eV
E_HOMO ... -10.3 eV
SMILES ... O=C1c2ccccc2[C@]1(F)C(F)(F)F
Spin multiplicity ... 1

Each line ends with the natural charge from an NBO analysis.
Geometry (Å):
O: -1.6554 -2.5605 0.1484  -0.47
C: -1.1153 -1.5120 -0.0158  0.53
C: 0.2584 -0.9944 0.0933  -0.14
C: 1.5117 -1.3198 0.5889  -0.17
C: 2.5111 -0.3735 0.3810  -0.21
C: 2.2770 0.8201 -0.2907  -0.16
C: 1.0180 1.1681 -0.7873  -0.25
C: 0.0645 0.2246 -0.5566  0.04
C: -1.6906 -0.1626 -0.5950  0.22
F: -2.3316 -0.1842 -1.7780  -0.30
C: -2.3504 0.7767 0.4017  0.93
F: -2.2298 2.0601 0.0232  -0.32
F: -3.6469 0.5472 0.5965  -0.30
F: -1.7558 0.6839 1.6041  -0.32
H: 1.7056 -2.2365 1.1214  0.23
H: 3.5062 -0.5665 0.7544  0.22
H: 3.0889 1.5204 -0.4122  0.22
H: 0.8344 2.1090 -1.2773  0.24

Cartesian forces (eV/Å) of the 2 atoms listed first:
O -0.02 -0.07 0.06
C -0.36 0.04 -0.12

---

What is the spin multiplicity in the second record? 1

---

Repeat the fourth record exactly.
C9H4F4O | ωB97M-V/def2-TZVPD

Summary:
Relative energy (zero: lowest compared OMol25 entry of this formula, charge and spin) ... 0.0 kcal/mol
Gap between HOMO and LUMO ... 9.87 eV
E_LUMO ... -0.47 eV
E_HOMO ... -10.3 eV
SMILES ... O=C1c2ccccc2[C@]1(F)C(F)(F)F
Spin multiplicity ... 1

Each line ends with the natural charge from an NBO analysis.
Geometry (Å):
O: -1.6554 -2.5605 0.1484  -0.47
C: -1.1153 -1.5120 -0.0158  0.53
C: 0.2584 -0.9944 0.0933  -0.14
C: 1.5117 -1.3198 0.5889  -0.17
C: 2.5111 -0.3735 0.3810  -0.21
C: 2.2770 0.8201 -0.2907  -0.16
C: 1.0180 1.1681 -0.7873  -0.25
C: 0.0645 0.2246 -0.5566  0.04
C: -1.6906 -0.1626 -0.5950  0.22
F: -2.3316 -0.1842 -1.7780  -0.30
C: -2.3504 0.7767 0.4017  0.93
F: -2.2298 2.0601 0.0232  -0.32
F: -3.6469 0.5472 0.5965  -0.30
F: -1.7558 0.6839 1.6041  -0.32
H: 1.7056 -2.2365 1.1214  0.23
H: 3.5062 -0.5665 0.7544  0.22
H: 3.0889 1.5204 -0.4122  0.22
H: 0.8344 2.1090 -1.2773  0.24

Cartesian forces (eV/Å) of the 2 atoms listed first:
O -0.02 -0.07 0.06
C -0.36 0.04 -0.12